A molecular structure, H36Li4O30S3 in a non-equilibrium geometry. Source: the OMol25 dataset; level of theory: the ωB97M-V functional and the def2-TZVPD basis.

```
73
H36Li4O30S3 (the ωB97M-V functional and the def2-TZVPD basis)
Li -12.42 -13.02 1.27
Li -14.55 -12.42 -2.12
Li -10.93 -16.88 -1.50
Li -13.51 -15.20 -2.77
S -11.59 -13.73 -1.58
O -11.46 -13.46 -0.21
O -12.63 -12.90 -2.20
O -10.36 -13.43 -2.30
O -11.96 -15.14 -1.76
S -14.43 -10.71 0.53
O -13.32 -11.26 1.32
O -15.66 -11.28 1.05
O -14.56 -9.30 0.60
O -14.33 -11.08 -0.88
S -16.39 -14.25 -1.39
O -16.36 -14.50 0.03
O -16.65 -12.82 -1.63
O -15.10 -14.50 -1.91
O -17.44 -15.03 -1.95
O -7.62 -11.31 2.25
H -7.51 -12.18 2.63
H -8.30 -11.43 1.59
O -11.88 -15.13 5.59
H -11.41 -15.14 6.43
H -12.15 -16.04 5.46
O -9.50 -11.70 0.17
H -10.23 -12.32 0.14
H -8.86 -12.05 -0.45
O -14.05 -14.23 1.52
H -14.03 -15.15 1.77
H -14.81 -14.15 0.94
O -10.99 -13.07 2.65
H -10.92 -12.58 3.47
H -10.11 -13.43 2.51
O -11.83 -11.65 -4.33
H -10.98 -11.33 -4.01
H -12.24 -12.04 -3.56
O -9.51 -16.59 -0.02
H -9.48 -17.31 0.61
H -8.89 -15.95 0.32
O -7.71 -13.73 3.71
H -7.26 -13.63 4.55
H -8.40 -14.37 3.87
O -11.72 -9.42 2.52
H -10.81 -9.71 2.41
H -12.24 -10.05 2.02
O -14.19 -16.88 -0.03
H -14.69 -16.08 -0.16
H -14.84 -17.52 0.29
O -9.42 -15.72 4.40
H -9.49 -16.57 4.83
H -10.05 -15.17 4.85
O -10.31 -11.95 4.93
H -10.42 -12.01 5.88
H -10.13 -11.02 4.77
O -13.75 -13.53 6.42
H -12.94 -13.97 6.16
H -13.93 -12.93 5.70
O -14.04 -8.05 2.92
H -14.52 -8.48 2.22
H -13.16 -8.43 2.88
O -16.88 -13.29 2.61
H -16.98 -13.07 3.53
H -16.34 -12.58 2.25
O -14.86 -9.65 5.11
H -14.53 -9.00 4.50
H -14.47 -10.47 4.83
O -13.90 -12.21 3.88
H -13.88 -11.81 3.01
H -14.12 -13.13 3.72
O -11.69 -10.00 -1.07
H -11.20 -10.82 -0.98
H -12.60 -10.27 -1.17
```

As for the charge: -2. Its HOMO energy is -2.011 eV.


18 unconnected molecules or ions with the total composition H36O18 in a non-equilibrium geometry. Source: the OMol25 dataset; level of theory: the ωB97M-V functional and the def2-TZVPD basis.

```
54
H36O18 (the ωB97M-V functional and the def2-TZVPD basis)
O 3.47 3.46 1.13
H 2.83 2.94 1.63
H 4.14 2.85 0.83
O -3.91 3.22 -1.77
H -3.88 3.00 -2.71
H -4.09 4.17 -1.77
O -3.81 1.34 -4.36
H -4.03 0.46 -4.04
H -2.85 1.24 -4.39
O -0.43 -0.08 2.67
H -0.26 0.86 2.48
H -1.18 -0.53 2.29
O 0.32 2.40 1.82
H 0.18 3.12 1.21
H 0.31 2.68 2.74
O -0.48 -1.31 -3.94
H -0.29 -1.67 -3.07
H -0.55 -1.99 -4.62
O -1.30 4.66 0.99
H -1.19 5.33 1.67
H -2.25 4.74 0.82
O 0.39 -0.71 -1.40
H -0.03 -0.96 -0.58
H 0.03 0.11 -1.75
O -4.27 -2.69 -2.74
H -5.06 -2.23 -2.38
H -4.38 -2.17 -3.56
O 3.00 -1.84 4.71
H 2.79 -2.00 3.77
H 3.43 -2.65 5.01
O 2.81 2.51 3.94
H 3.58 3.05 4.13
H 2.38 2.28 4.76
O 2.01 -1.40 2.20
H 1.16 -0.98 2.42
H 1.82 -2.35 2.13
O 1.93 -3.57 0.40
H 2.77 -3.33 -0.02
H 1.19 -3.26 -0.12
O 3.87 -1.92 -0.50
H 4.06 -1.31 0.22
H 3.10 -1.59 -0.96
O -4.43 -1.08 1.95
H -5.13 -1.03 2.62
H -3.83 -0.45 2.37
O 4.32 -4.10 -3.04
H 3.56 -4.57 -2.67
H 4.11 -3.25 -2.63
O 2.64 -1.83 -3.15
H 2.18 -1.70 -3.98
H 2.23 -1.16 -2.59
O -4.45 1.62 0.95
H -3.78 2.29 0.79
H -4.72 1.35 0.07
```

As for the charge: 0. The value obtained for the energy above the lowest of the compared OMol25 structures with the same formula, charge and spin is 327.38 kJ/mol. Its HOMO energy is -10.445 eV.


18 unconnected molecules or ions with the total composition H36O18 in a non-equilibrium geometry. Source: the OMol25 dataset; level of theory: the ωB97M-V functional and the def2-TZVPD basis.

```
54
H36O18 (the ωB97M-V functional and the def2-TZVPD basis)
O -4.27 0.44 2.90
H -5.02 -0.15 3.01
H -3.99 0.61 2.03
O 4.82 -0.70 0.68
H 5.68 -0.81 0.34
H 4.42 -1.55 0.40
O -2.25 5.54 0.49
H -2.31 4.62 0.31
H -2.75 5.76 1.27
O 0.85 3.24 4.96
H 1.77 2.83 5.13
H 0.96 4.13 4.39
O 4.77 1.76 -1.21
H 4.37 0.94 -1.03
H 4.76 2.04 -0.24
O -2.68 1.37 -1.68
H -2.33 0.75 -2.24
H -3.09 2.11 -2.10
O -1.29 2.37 0.59
H -1.23 3.06 1.33
H -1.02 1.78 1.32
O -0.78 -4.80 -1.58
H -0.01 -5.13 -1.13
H -1.43 -5.45 -1.71
O -3.40 -3.87 1.53
H -4.29 -4.34 1.46
H -3.34 -3.22 0.73
O -1.26 -3.87 3.34
H -1.03 -3.81 2.41
H -2.09 -4.17 3.73
O 2.14 1.96 -1.37
H 2.09 2.61 -0.67
H 3.08 2.22 -1.75
O 0.93 4.29 -4.45
H 0.94 3.63 -3.78
H 1.53 3.90 -5.05
O -1.68 0.32 3.26
H -2.01 -0.30 2.64
H -2.44 0.48 3.89
O -0.16 -2.54 0.61
H 0.29 -1.65 0.83
H 0.17 -2.82 -0.25
O 3.36 -1.58 -3.82
H 2.94 -0.80 -3.57
H 4.12 -1.18 -4.25
O -2.92 -1.06 0.43
H -2.95 -0.31 -0.13
H -2.14 -1.66 0.48
O 2.78 -1.28 -1.40
H 3.48 -1.34 -2.04
H 2.35 -2.09 -1.61
O 0.39 -1.00 -2.74
H 0.15 -0.98 -1.81
H 1.03 -0.28 -2.87
```

As for the charge: +1. Its multiplicity is 2. The value obtained for the energy above the lowest of the compared OMol25 structures with the same formula, charge and spin is 337.71 kJ/mol. As for the expectation value of S²: 0.76. Its HOMO energy (spin up / spin down) is -12.973 / -12.972 eV.


19 unconnected molecules or ions with the total composition H36O22S in a non-equilibrium geometry. Source: the OMol25 dataset; level of theory: the ωB97M-V functional and the def2-TZVPD basis.

```
59
H36O22S (the ωB97M-V functional and the def2-TZVPD basis)
S 0.19 -0.12 0.13
O 0.74 -1.45 -0.15
O -1.08 -0.25 0.82
O 1.18 0.62 0.94
O 0.02 0.73 -1.07
O -2.32 1.39 -1.83
H -2.92 0.92 -1.27
H -1.47 1.16 -1.55
O -2.04 -1.88 2.39
H -1.78 -1.24 1.63
H -2.95 -1.70 2.54
O 3.77 -0.12 1.90
H 3.87 -0.80 1.20
H 3.02 0.38 1.63
O -2.21 1.01 2.68
H -2.36 0.31 3.27
H -1.65 0.55 2.02
O -3.60 -0.01 0.18
H -3.85 -0.96 0.20
H -2.64 -0.16 0.40
O 0.34 -3.76 -1.24
H 1.20 -4.04 -1.01
H 0.34 -2.83 -0.97
O -0.52 2.90 -4.03
H -0.19 2.31 -3.38
H 0.29 3.38 -4.16
O -2.55 2.81 0.32
H -2.43 2.25 -0.45
H -2.86 2.24 1.03
O -0.15 3.15 -0.74
H -0.97 3.15 -0.29
H 0.09 2.27 -0.91
O -0.04 2.60 1.99
H -0.61 2.28 2.67
H 0.34 1.86 1.48
O 1.16 0.13 3.34
H 1.15 0.33 2.40
H 0.66 0.80 3.71
O 0.43 -0.79 -3.26
H 0.38 -0.01 -2.61
H -0.02 -0.44 -4.08
O 3.35 -1.19 -0.83
H 2.52 -1.51 -0.63
H 3.95 -1.70 -0.32
O -1.75 -1.86 -1.84
H -1.51 -2.73 -2.05
H -0.99 -1.45 -2.22
O 1.90 -3.06 1.56
H 1.57 -2.90 2.47
H 1.27 -2.77 0.93
O 2.91 2.17 0.11
H 3.69 1.77 0.38
H 2.20 1.70 0.52
O -0.99 -4.13 1.24
H -1.35 -3.38 1.70
H -0.57 -3.78 0.45
O 1.77 2.08 -2.76
H 2.71 2.09 -2.64
H 1.36 1.69 -1.93
```

As for the charge: -2. The value obtained for the energy above the lowest of the compared OMol25 structures with the same formula, charge and spin is 110.07 kJ/mol. Its HOMO energy is -3.896 eV.


A molecular structure, H37O19 in a non-equilibrium geometry. Source: the OMol25 dataset; level of theory: the ωB97M-V functional and the def2-TZVPD basis.

```
56
H37O19 (the ωB97M-V functional and the def2-TZVPD basis)
O -2.61 -3.12 2.17
H 0.57 0.58 -2.81
H -3.02 -0.23 0.80
O 3.25 -0.42 3.24
H 2.29 1.59 0.61
H 3.49 -0.76 2.48
O -2.54 -1.01 0.59
H -4.04 2.16 2.09
H 2.12 -2.96 -0.62
O -0.48 4.22 0.33
H 0.40 3.61 0.27
H -1.21 3.63 0.25
O -0.19 -1.49 3.29
H -1.05 0.94 -3.75
H 0.78 -1.48 3.27
O -3.65 0.57 -1.54
H -1.27 1.19 0.17
H -4.50 0.87 -1.62
O 3.00 -2.44 -0.79
H 0.36 0.57 1.72
H 3.10 -2.65 -1.54
O 1.06 0.57 2.41
H 0.37 1.09 -0.09
O 1.65 -2.40 -2.99
H -1.35 2.23 -0.77
H 1.76 -2.43 -4.01
O -4.06 1.22 1.96
H 3.31 1.71 -0.39
H -3.16 1.08 1.50
O 0.42 -1.82 -0.51
H -0.05 -0.94 -0.52
H 0.69 -3.45 1.44
O 2.71 2.24 0.17
H -3.43 0.89 -0.51
H 1.78 3.13 -1.98
O -1.98 1.97 -0.15
H 0.61 3.89 -1.14
H 0.74 0.88 3.19
O -0.19 0.47 0.25
H -1.96 -0.85 -0.17
H 1.15 -1.70 -2.77
O 4.28 0.23 -0.29
H 4.11 -0.67 -0.59
H 4.41 0.16 0.64
O 1.01 3.49 -1.85
H -0.47 -1.17 2.38
H -3.13 -2.54 2.56
O -1.66 1.32 -4.47
H -0.38 -2.40 -0.59
H -2.37 1.55 -3.99
O -0.24 0.12 -2.59
H -0.45 0.09 -1.65
H 2.44 0.02 3.07
O 0.22 -4.14 0.93
H -2.09 -2.60 1.50
H -0.55 -4.55 1.40
```

As for the charge: -1. The value obtained for the energy above the lowest of the compared OMol25 structures with the same formula, charge and spin is 776.05 kJ/mol. Its HOMO energy is -7.772 eV.